Record 1
Below is an isolated molecule of C5H11N at a distorted geometry, with properties calculated with wB97M-V/def2-TZVPD.

## Properties
- Energy above the lowest of the compared OMol25 structures with the same formula, charge and spin: 27.8 kcal/mol
- Gap between HOMO and LUMO: 9.81 eV
- F_max: 2.08 eV/Å

Last column: Mulliken charge in e.
Element x y z (Å)
C  1.81  -0.90  -0.23  -1.3326
C  0.68  -0.03  0.30  0.2763
C  0.60  1.48  -0.02  -0.6474
C  -0.89  1.24  -0.18  -0.5012
C  -1.63  -1.11  0.00  -0.9260
H  1.91  -0.83  -1.34  0.3111
H  1.53  -1.93  0.04  0.3104
H  2.73  -0.59  0.30  0.3443
H  0.53  -0.20  1.39  0.3074
H  1.08  1.78  -0.91  0.2793
H  0.89  2.09  0.84  0.2750
H  -1.46  1.79  -0.99  0.2824
H  -1.50  1.43  0.75  0.2810
H  -1.96  -0.90  1.07  0.3378
H  -2.51  -1.04  -0.66  0.2717
H  -1.19  -2.11  0.03  0.2952
N  -0.61  -0.16  -0.41  -0.1647

Record 2
Below is an isolated molecule of C5H11N at a distorted geometry, with properties calculated with wB97M-V/def2-TZVPD.

## Properties
- Energy above the lowest of the compared OMol25 structures with the same formula, charge and spin: 28.8 kcal/mol
- Gap between HOMO and LUMO: 9.36 eV
- F_max: 1.25 eV/Å

Last column: Mulliken charge in e.
Element x y z (Å)
C  1.55  0.46  1.38  -0.8096
N  0.75  -0.70  1.70  -0.2559
C  -0.58  -0.91  1.15  -0.8834
C  -0.82  0.75  -2.37  -1.1074
C  -1.02  0.37  -0.93  -0.0090
C  -0.59  -0.73  -0.34  -0.1290
H  2.46  0.21  0.80  0.2676
H  2.00  0.87  2.28  0.2911
H  1.02  1.20  0.79  0.2689
H  1.30  -1.53  1.78  0.2331
H  -0.87  -1.91  1.45  0.3882
H  -1.26  -0.19  1.60  0.2834
H  0.09  1.35  -2.45  0.2285
H  -1.66  1.35  -2.69  0.3343
H  -0.73  -0.12  -2.99  0.3295
H  -1.54  1.09  -0.30  0.2995
H  -0.11  -1.57  -0.85  0.2701

Record 3
Below is an isolated molecule of C5H11N, with properties calculated with wB97M-V/def2-TZVPD.

## Properties
- Energy above the lowest of the compared OMol25 structures with the same formula, charge and spin: 18.1 kcal/mol
- Gap between HOMO and LUMO: 9.10 eV
- F_max: 0.98 eV/Å

Last column: Mulliken charge in e.
Element x y z (Å)
C  1.89  -0.39  -1.13  -1.0629
C  1.73  -0.44  0.39  -0.5130
C  0.54  0.37  0.89  -0.5210
C  -0.77  -0.08  0.29  -0.5116
C  -1.90  0.63  0.40  -0.1101
N  -3.01  0.44  -0.43  -0.4760
H  2.10  0.61  -1.52  0.2958
H  0.96  -0.73  -1.59  0.2903
H  2.67  -1.07  -1.49  0.3296
H  1.53  -1.50  0.58  0.2544
H  2.65  -0.16  0.90  0.3261
H  0.48  0.29  1.99  0.2928
H  0.74  1.43  0.70  0.3057
H  -0.85  -1.11  -0.04  0.3242
H  -1.93  1.50  1.04  0.3465
H  -2.94  -0.41  -0.98  0.2134
H  -3.90  0.62  0.01  0.2160

- Which value of energy above the lowest of the compared OMol25 structures with the same formula, charge and spin does entry 2 give?
  28.8 kcal/mol

Repeat the first record exactly.
Below is an isolated molecule of C5H11N at a distorted geometry, with properties calculated with wB97M-V/def2-TZVPD.

## Properties
- Energy above the lowest of the compared OMol25 structures with the same formula, charge and spin: 27.8 kcal/mol
- Gap between HOMO and LUMO: 9.81 eV
- F_max: 2.08 eV/Å

Last column: Mulliken charge in e.
Element x y z (Å)
C  1.81  -0.90  -0.23  -1.3326
C  0.68  -0.03  0.30  0.2763
C  0.60  1.48  -0.02  -0.6474
C  -0.89  1.24  -0.18  -0.5012
C  -1.63  -1.11  0.00  -0.9260
H  1.91  -0.83  -1.34  0.3111
H  1.53  -1.93  0.04  0.3104
H  2.73  -0.59  0.30  0.3443
H  0.53  -0.20  1.39  0.3074
H  1.08  1.78  -0.91  0.2793
H  0.89  2.09  0.84  0.2750
H  -1.46  1.79  -0.99  0.2824
H  -1.50  1.43  0.75  0.2810
H  -1.96  -0.90  1.07  0.3378
H  -2.51  -1.04  -0.66  0.2717
H  -1.19  -2.11  0.03  0.2952
N  -0.61  -0.16  -0.41  -0.1647